Record 1
This record from the Open Molecules 2025 dataset describes a structure of composition C3H9B3HgN2O5 in a non-equilibrium geometry. The level of theory is wB97M-V/def2-TZVPD.

Output
M   386.1 g mol⁻¹
DFT total energy   -832.68441 Eh
Total charge   +2
HOMO-LUMO gap   2.590 eV

Positions of all 23 atoms, in Å:
N: 2.759 -1.995 0.030
C: 2.781 -0.602 -0.327
C: 1.722 0.200 0.600
B: 0.765 1.133 -0.295
O: 0.848 2.511 -0.418
B: -0.476 2.947 -0.736
O: -1.620 2.297 -0.156
B: -1.459 0.933 -0.283
C: -2.441 -0.183 0.354
O: -2.081 -1.466 -0.116
N: -3.145 -1.895 -0.975
O: -2.731 -2.104 -2.028
O: -0.309 0.492 -0.990
H: 1.909 -2.447 -0.312
H: 2.776 -2.123 1.042
H: 2.490 -0.457 -1.368
H: 3.773 -0.201 -0.084
H: 1.068 -0.569 1.052
H: 2.205 0.704 1.445
H: -0.658 3.810 -1.522
H: -2.203 -0.212 1.509
H: -3.510 -0.004 0.160
Hg: -2.464 -0.768 3.416


Record 2
This record from the Open Molecules 2025 dataset describes a cluster of 2 separate species, C3H9BN3O4 in total in a non-equilibrium geometry. The level of theory is wB97M-V/def2-TZVPD.

Output
M   161.9 g mol⁻¹
DFT total energy   -609.38246 Eh
Total charge   +1
HOMO-LUMO gap   9.716 eV

Positions of all 20 atoms, in Å:
C: -1.686 -0.230 -0.590
B: -1.179 1.225 -0.567
O: -0.038 1.594 -1.139
N: -2.039 2.319 0.208
O: -1.185 3.201 0.973
C: -0.598 2.486 1.876
N: -0.220 1.777 2.710
H: -2.131 -0.476 -1.543
H: -2.409 -0.428 0.187
H: -0.803 -0.821 -0.415
H: 0.703 1.204 -0.648
H: -2.613 1.811 0.885
H: -2.623 2.899 -0.401
C: 2.943 -2.724 -0.115
N: 1.721 -1.908 -0.349
O: 1.588 -0.884 0.300
O: 0.936 -2.314 -1.168
H: 3.543 -2.235 0.641
H: 2.617 -3.706 0.214
H: 3.473 -2.789 -1.059


Record 3
This record from the Open Molecules 2025 dataset describes a structure of composition C3H9BNO2 in a non-equilibrium geometry. The level of theory is wB97M-V/def2-TZVPD.

Output
M   101.9 g mol⁻¹
Relative energy (zero: lowest compared OMol25 entry of this formula, charge and spin)   74.4 kcal per mole
DFT total energy   -349.49886 Eh
Total charge   +1
HOMO-LUMO gap   10.886 eV

Positions of all 16 atoms, in Å:
B: -0.986 0.528 0.375
C: 1.317 0.324 -0.126
C: 0.832 1.823 -0.106
C: 0.193 -0.513 0.597
N: -0.248 -1.735 -0.142
O: -0.598 1.704 -0.035
O: -2.644 -0.550 -0.052
H: 1.326 0.256 -1.232
H: 2.394 0.304 0.268
H: 1.333 2.345 0.651
H: 1.199 2.404 -0.934
H: 0.386 -0.935 1.515
H: -0.301 -2.590 0.422
H: 0.315 -1.929 -0.948
H: -1.119 -1.423 -0.575
H: -3.398 -0.012 0.322


Record 4
This record from the Open Molecules 2025 dataset describes a cluster of 2 separate species, C3H9BO2S in total in a non-equilibrium geometry. The level of theory is wB97M-V/def2-TZVPD.

Output
M   120.0 g mol⁻¹
Relative energy (zero: lowest compared OMol25 entry of this formula, charge and spin)   82.3 kcal per mole
DFT total energy   -693.16841 Eh
HOMO-LUMO gap (spin up / spin down)   7.574 / 6.263 eV

Positions of all 16 atoms, in Å:
B: -2.681 0.172 0.435
C: 2.648 -0.794 -0.235
C: 0.712 0.853 -0.443
C: 1.198 -0.451 0.269
O: -2.579 1.273 1.180
O: -3.618 -0.301 -0.335
S: 0.072 -1.701 -0.286
H: 2.504 -0.805 -1.336
H: 3.205 -0.027 0.321
H: 2.783 -1.908 0.164
H: 0.463 0.741 -1.472
H: 1.389 1.666 -0.470
H: -0.173 1.330 0.060
H: 1.225 -0.364 1.337
H: -3.382 1.519 1.551
H: -3.768 -1.205 -0.739


Record 5
This record from the Open Molecules 2025 dataset describes an isolated molecule of C3H9BOS in a non-equilibrium geometry. The level of theory is wB97M-V/def2-TZVPD.

Output
M   104.0 g mol⁻¹
Relative energy (zero: lowest compared OMol25 entry of this formula, charge and spin)   64.3 kcal per mole
SMILES   COSB(C)C
DFT total energy   -617.92246 Eh
HOMO-LUMO gap   9.715 eV

Positions of all 15 atoms, in Å:
C: -2.932 0.744 -0.295
O: -2.434 -0.331 0.456
S: -0.871 -1.058 -0.043
B: 0.922 -0.325 0.021
C: 1.465 1.062 0.553
C: 1.905 -1.521 -0.341
H: -3.601 1.286 0.325
H: -3.570 0.379 -1.130
H: -2.180 1.386 -0.711
H: 0.680 1.748 0.881
H: 2.311 1.388 -0.068
H: 1.781 0.896 1.530
H: 1.692 -2.394 0.257
H: 2.855 -1.282 -0.090
H: 1.975 -1.979 -1.344


Record 6
This record from the Open Molecules 2025 dataset describes a structure of composition C3H9BrNO in a non-equilibrium geometry. The level of theory is wB97M-V/def2-TZVPD.

Output
M   155.0 g mol⁻¹
Relative energy (zero: lowest compared OMol25 entry of this formula, charge and spin)   100.3 kcal per mole
DFT total energy   -2823.27305 Eh
Total charge   +1
HOMO-LUMO gap   8.136 eV

Positions of all 15 atoms, in Å:
C: 0.594 -0.345 -1.974
C: -0.814 -0.542 2.484
C: -0.185 0.423 -1.038
N: -1.425 0.889 -1.724
O: -0.166 -1.309 3.426
Br: -1.108 -1.440 0.590
H: -0.037 -1.039 -2.543
H: 1.231 0.175 -2.770
H: 1.277 -0.886 -1.501
H: -0.200 0.231 1.935
H: -1.810 -0.176 2.674
H: -1.016 1.363 -2.525
H: -2.190 0.176 -1.897
H: -2.064 1.573 -1.061
H: 0.772 -1.227 3.585


Record 7
This record from the Open Molecules 2025 dataset describes a cluster of 2 separate species, C3H9BrNO in total in a non-equilibrium geometry. The level of theory is wB97M-V/def2-TZVPD.

Output
M   155.0 g mol⁻¹
Relative energy (zero: lowest compared OMol25 entry of this formula, charge and spin)   20.7 kcal per mole
DFT total energy   -2823.39981 Eh
Total charge   +1
HOMO-LUMO gap   10.346 eV

Positions of all 15 atoms, in Å:
C: -0.922 0.111 -0.308
C: -0.402 2.145 0.076
C: 0.306 -0.701 -0.563
N: 0.927 -1.108 0.786
O: 0.086 -1.848 -1.279
Br: 0.886 2.119 1.463
H: -1.487 -0.141 0.576
H: -1.533 0.261 -1.186
H: -1.338 2.581 0.379
H: 0.008 2.470 -0.868
H: 1.093 -0.138 -1.083
H: 1.240 -0.257 1.293
H: 1.725 -1.731 0.609
H: 0.246 -1.618 1.362
H: -0.836 -2.146 -1.255


Record 8
This record from the Open Molecules 2025 dataset describes the ion C3H9Cl2N2 with charge +1 in a non-equilibrium geometry. The level of theory is wB97M-V/def2-TZVPD.

Output
M   144.0 g mol⁻¹
Relative energy (zero: lowest compared OMol25 entry of this formula, charge and spin)   30.0 kcal per mole
SMILES   CNC(Cl)(Cl)C[NH3+]
DFT total energy   -1149.26844 Eh
Total charge   +1
HOMO-LUMO gap   10.187 eV

Positions of all 16 atoms, in Å:
C: 2.277 1.257 0.425
N: 1.552 0.055 -0.089
C: -0.155 0.365 -0.459
Cl: -0.792 1.913 -0.073
Cl: -0.469 -0.063 -2.251
C: -0.817 -0.910 0.336
N: -2.203 -1.030 -0.281
H: 1.938 1.720 1.303
H: 3.116 0.830 0.893
H: 2.617 1.939 -0.428
H: 1.512 -0.565 0.709
H: -0.120 -1.714 0.084
H: -0.870 -0.676 1.364
H: -2.569 -1.978 -0.341
H: -2.049 -0.707 -1.261
H: -2.968 -0.437 0.069


Copy entry 6 word for word.
This record from the Open Molecules 2025 dataset describes a structure of composition C3H9BrNO in a non-equilibrium geometry. The level of theory is wB97M-V/def2-TZVPD.

Output
M   155.0 g mol⁻¹
Relative energy (zero: lowest compared OMol25 entry of this formula, charge and spin)   100.3 kcal per mole
DFT total energy   -2823.27305 Eh
Total charge   +1
HOMO-LUMO gap   8.136 eV

Positions of all 15 atoms, in Å:
C: 0.594 -0.345 -1.974
C: -0.814 -0.542 2.484
C: -0.185 0.423 -1.038
N: -1.425 0.889 -1.724
O: -0.166 -1.309 3.426
Br: -1.108 -1.440 0.590
H: -0.037 -1.039 -2.543
H: 1.231 0.175 -2.770
H: 1.277 -0.886 -1.501
H: -0.200 0.231 1.935
H: -1.810 -0.176 2.674
H: -1.016 1.363 -2.525
H: -2.190 0.176 -1.897
H: -2.064 1.573 -1.061
H: 0.772 -1.227 3.585


What is the DFT total energy in the seventh record? -2823.39981 Eh